Version A
The following is a DFT calculation (ωB97M-V/def2-TZVPD) of 3 unconnected molecules or ions with the total composition C4H15NO3.

Structure (XYZ):
```
23
Properties=species:S:1:pos:R:3:lowdin_charge:R:1
C -0.18658 -0.41482 -2.27667 -0.2066
H 1.26200 -1.99952 -0.11915 0.1023
H -0.06142 -1.28590 0.90144 0.0699
H 1.18829 1.27232 -1.82257 0.1009
H 1.81338 -1.16892 1.33942 0.1041
H -1.25491 -1.23506 -0.82037 0.0988
C 1.10572 0.22525 -1.55498 -0.1661
H 1.96393 -0.36218 -1.87181 0.1062
O -2.17275 1.29201 1.05958 -0.0361
O -2.79942 -0.74341 2.47242 -0.1036
H -3.01013 0.01102 1.85753 0.0060
H 2.85417 0.99091 0.63274 0.0685
H -2.57496 -1.38380 1.78428 0.0149
C 1.80293 1.17089 0.52194 -0.1447
H -1.31342 0.90444 1.05467 0.0127
H 0.35425 -0.82111 -3.16168 0.1283
H 1.72228 2.21448 0.05079 0.1021
H -0.92553 0.33864 -2.09057 0.1065
C 0.98654 -1.10815 0.54027 -0.1136
N 0.87591 0.21815 -0.06924 -0.2801
O -0.70032 -1.55526 -1.59810 -0.1213
H 1.38308 1.40525 1.53083 0.0868
H -2.31304 2.03475 1.63922 0.0640
```

The value obtained for the frontier orbital gap is 0.3551 Ha. The lowest unoccupied orbital energy comes out at 0.548 eV. The HOMO energy comes out at -0.3350 hartree. Its SMILES is CN(C)CCO.O.O.

***

Version B
The following is a DFT calculation (ωB97M-V/def2-TZVPD) of 4 unconnected molecules or ions with the total composition C4H15NO3.

Structure (XYZ):
```
23
Properties=species:S:1:pos:R:3:lowdin_charge:R:1
H -3.23968 2.06581 -5.10863 0.0318
H 3.52395 1.09784 3.51243 0.0432
H 0.89789 0.87118 3.73394 0.0598
H -0.69027 0.54185 3.91387 0.0654
H -2.04704 -1.50675 -0.78257 0.0668
H -0.22006 1.38413 2.38963 0.0833
C 0.02684 0.59909 3.10320 -0.0981
C -0.41095 -0.87567 1.02130 -0.1530
O -3.09960 2.95365 -4.76424 -0.0641
C -1.74057 -0.89188 1.12579 -0.1945
H 2.42833 -0.71747 -5.63770 0.0406
H 1.41839 -0.05861 1.75266 0.0639
H 0.72802 -1.55596 2.39230 0.1208
O 3.62374 0.36459 2.87909 -0.0711
H 0.08479 -1.10941 0.08437 0.1057
H -2.64284 3.50629 -5.40654 0.0323
N -2.50198 -1.58712 0.11757 0.0077
H -3.42144 -1.18652 0.00735 0.0600
H 2.79502 0.43628 2.36562 -0.0065
C 0.51300 -0.50883 2.14993 -0.2638
H -2.37834 -0.57836 1.94033 0.1106
H 3.51962 -1.64512 -5.05668 0.0317
O 2.83319 -1.59901 -5.73303 -0.0723
```

The value obtained for the frontier orbital gap is 0.3229 Ha. The lowest unoccupied orbital energy comes out at 0.588 eV. The HOMO energy comes out at -0.3013 hartree. Its SMILES is CC/C=C/N.O.O.O.

***

Which of them is the most stable, and which is the least stable? version B and version A, in that order.

***

Version A
The following is a DFT calculation (ωB97M-V/def2-TZVPD) of a molecular structure, CH2O2S.

Structure (XYZ):
```
6
Properties=species:S:1:pos:R:3:lowdin_charge:R:1
O 0.45154 -1.16558 0.24396 -0.4424
S 1.12803 0.07475 -0.51575 0.8547
O 1.69959 1.00575 0.40428 -0.4660
H -1.12301 0.15370 0.86604 0.0652
H -1.43730 -0.27746 -0.84344 0.0474
C -0.71885 0.20884 -0.15509 -0.0588
```

The value obtained for the frontier orbital gap is 0.3705 Ha. The lowest unoccupied orbital energy comes out at -0.218 eV. The HOMO energy comes out at -0.3785 hartree.

***

Version B
The following is a DFT calculation (ωB97M-V/def2-TZVPD) of a single CH2O2S molecule.

Structure (XYZ):
```
6
Properties=species:S:1:pos:R:3:lowdin_charge:R:1
S -1.35740 -0.03160 0.00050 0.6742
O 1.10548 1.06792 -0.01386 0.0067
O 1.07332 -1.06640 -0.02155 0.0947
H 0.50165 1.80196 0.03386 0.0751
H 1.99482 -0.87679 0.13517 0.1363
C 0.29857 -0.07196 0.01772 -0.9871
```

The value obtained for the frontier orbital gap is 0.3543 Ha. The lowest unoccupied orbital energy comes out at 0.446 eV. The HOMO energy comes out at -0.3379 hartree. Its SMILES is OC(O)=S.

***

Which of them is the most stable, and which is the least stable? version B and version A, in that order.

***

Version A
The following is a DFT calculation (ωB97M-V/def2-TZVPD) of a molecular structure, CH2O2S.

Structure (XYZ):
```
6
Properties=species:S:1:pos:R:3:lowdin_charge:R:1
S 1.51403 0.04887 -0.19529 0.7462
H -0.22774 -0.63668 -0.61440 0.0338
H 1.60761 -0.79950 0.75543 -0.1443
O -2.36797 0.06576 -0.14344 0.1561
C -1.23638 0.13904 -0.11229 -0.0747
O 0.71044 1.18252 0.30999 -0.7171
```

The value obtained for the frontier orbital gap (spin up / spin down) is 0.3325 / 0.3324 Ha. The lowest unoccupied orbital energy (spin up / spin down) comes out at -0.165 / -0.165 eV. The HOMO energy (spin up / spin down) comes out at -0.3385 / -0.3385 hartree.

***

Version B
The following is a DFT calculation (ωB97M-V/def2-TZVPD) of 2 unconnected molecules or ions with the total composition CH2O2S.

Structure (XYZ):
```
6
Properties=species:S:1:pos:R:3:lowdin_charge:R:1
S 0.13747 -0.16992 -0.69991 0.6654
H -0.71358 1.52781 0.64741 -0.0026
C -0.56056 0.41836 0.73210 -0.1817
H 0.86499 -0.35158 1.87333 0.2593
O 0.82794 -1.46776 -0.57559 -0.3914
O -0.55626 0.04309 -1.97735 -0.3489
```

The value obtained for the frontier orbital gap (spin up / spin down) is 0.3133 / 0.3135 Ha. The lowest unoccupied orbital energy (spin up / spin down) comes out at -1.969 / -1.964 eV. The HOMO energy (spin up / spin down) comes out at -0.3856 / -0.3857 hartree.

***

Version C
The following is a DFT calculation (ωB97M-V/def2-TZVPD) of a single CH2O2S molecule.

Structure (XYZ):
```
6
Properties=species:S:1:pos:R:3:lowdin_charge:R:1
S -2.12942 -0.02682 -0.06829 0.6836
C -0.46641 -0.00068 -0.17356 -1.0006
H 0.90562 -0.87085 0.62184 0.1462
O 0.31344 -1.10854 -0.15412 0.0021
O 0.22036 1.10338 -0.07728 0.0476
H 1.15641 0.90350 -0.14859 0.1211
```

The value obtained for the frontier orbital gap is 0.3246 Ha. The lowest unoccupied orbital energy comes out at -0.104 eV. The HOMO energy comes out at -0.3284 hartree. Its SMILES is OC(O)=S.

***

Which of them is the most stable, and which is the least stable? version C and version B, in that order.

***

Version A
The following is a DFT calculation (ωB97M-V/def2-TZVPD) of 8 unconnected molecules or ions with the total composition H16O8.

Structure (XYZ):
```
24
Properties=species:S:1:pos:R:3:lowdin_charge:R:1
O 4.78428 0.89153 -0.98650 -0.0420
H 2.08582 1.14877 -3.39386 0.0207
H 4.75476 0.93895 -0.03094 0.0362
H 3.52014 1.54941 -3.12165 0.0062
H 1.38749 2.46937 1.50960 -0.0010
O -5.01951 0.83711 3.19328 -0.0502
H -4.98908 1.77102 2.98564 0.0308
O 2.81644 1.64453 -3.76351 -0.0429
H 1.55373 -2.01788 -2.63156 0.0381
H -1.87122 -1.82205 2.69797 0.0419
O 1.80731 -1.98570 -1.70912 -0.0435
H 4.03302 0.34761 -1.22312 0.0144
O 0.19186 0.61478 0.20982 -0.0399
H -4.46715 0.42540 2.52873 0.0173
H -4.58050 -1.45530 -1.16726 0.0294
H -1.73843 -2.73114 1.49472 0.0397
H -3.96414 -2.17506 0.01340 -0.0047
O -2.21450 -1.96540 1.81602 -0.0427
O -4.54267 -2.30963 -0.73722 -0.0497
H 2.54896 3.44038 1.51218 0.0263
H 2.11923 -2.86960 -1.51502 0.0379
H -0.67478 0.29868 0.46528 0.0236
O 1.85373 3.09034 2.06928 -0.0541
H 0.60527 -0.13615 -0.21611 0.0081
```

The value obtained for the frontier orbital gap is 0.4065 Ha. The lowest unoccupied orbital energy comes out at -0.271 eV. The HOMO energy comes out at -0.4165 hartree. Its SMILES is O.O.O.O.O.O.O.O.

***

Version B
The following is a DFT calculation (ωB97M-V/def2-TZVPD) of 8 unconnected molecules or ions with the total composition H16O8.

Structure (XYZ):
```
24
Properties=species:S:1:pos:R:3:lowdin_charge:R:1
O -2.61996 2.10575 0.47154 -0.1337
H 0.98604 -0.02525 0.60754 0.0585
O -0.93096 -0.11225 -2.94846 -0.0260
H -1.06996 -2.87825 1.11154 0.1492
H 1.69304 -2.28625 -2.21546 0.1615
H 2.44704 -0.48225 2.30954 -0.0662
H -0.16596 -0.42225 -2.64346 -0.1100
O 2.51104 -0.05325 3.14754 -0.0487
H 2.72104 -0.74925 3.69454 -0.0234
H -0.15096 0.91675 -0.13646 0.0808
O -1.29596 -1.87125 0.91754 -0.0163
O 2.30204 -1.13525 0.63754 -0.4620
O 0.19104 0.51475 0.65554 0.3275
H -0.90796 0.85475 -2.92846 0.0191
H 3.05804 -1.34725 -0.04746 0.0171
H -2.12296 -1.75025 0.66254 -0.0486
H 1.36404 -1.59925 -0.79046 -0.0390
H -2.56696 2.11575 1.52554 0.1296
H -0.26296 2.93475 -1.41846 0.0240
H -3.65296 2.01475 0.38754 0.1142
H -1.53396 2.45475 -1.01946 0.0345
O 1.14304 -1.42925 -1.74446 -0.1828
H -0.48296 0.07075 0.97654 0.0266
O -0.65196 2.15875 -1.21246 0.0143
```

The value obtained for the frontier orbital gap is 0.2931 Ha. The lowest unoccupied orbital energy comes out at -0.432 eV. The HOMO energy comes out at -0.3090 hartree.

***

Which of them is the most stable, and which is the least stable? version A and version B, in that order.